The following is a quantum chemistry calculation of an isolated molecule of C2H4S2 at a distorted geometry, from the Open Molecules 2025 dataset.

Geometry as XYZ:
```
8
Properties=species:S:1:pos:R:3:forces:R:3
C -0.436 -1.845 -1.418 -0.9 0.6 0.5
S -0.315 -0.118 -0.980 0.4 0.9 0.7
C 0.115 -0.097 0.716 -0.4 0.8 -0.2
S 0.518 1.308 1.450 -0.1 -0.9 -0.2
H 0.329 -2.344 -0.869 0.2 -0.9 0.4
H -0.169 -1.854 -2.447 0.0 -0.3 -0.9
H -1.476 -2.162 -1.263 0.6 -0.4 0.0
H -0.011 -1.035 1.271 0.2 0.1 -0.3
```
Positions in Å, forces in eV/Å.

Values from the calculation:
Kohn-Sham gap	8.5	eV
SMILES	CSC=S
F_max	1.23	eV Å⁻¹
spin multiplicity	1
highest occupied orbital energy	-8.7	eV

Atom charges from the natural (NBO) analysis, given in e for atoms 1 to 6:
1. C -0.76
2. S 0.33
3. C -0.49
4. S 0.02
5. H 0.23
6. H 0.24